Density functional theory data (wB97M-V/def2-TZVPD) for a molecular structure, C38H41BClN8O3PSr.

Results
Expectation value of S²: 0.771
Energy above the lowest of the compared OMol25 structures with the same formula, charge and spin (eV): 0.4737
Net charge: +1
LUMO energy (spin up / spin down) (eV): -2.9 / -6.5
HOMO (spin up / spin down) (Ha): -0.3885 / -0.3885
F_max (eV/A): 0.73
Electronic energy (eV): -81458.03899
Spin multiplicity: 2
Frontier orbital gap (spin up / spin down) (eV): 7.6 / 4.0

Geometry (Å):
Sr 0.361 -0.101 -0.369
C 0.073 3.565 0.842
C -1.106 3.183 0.010
C -2.276 3.898 -0.244
C -3.027 3.058 -1.047
N -2.336 1.926 -1.247
N -1.139 2.001 -0.597
B -2.642 0.651 -2.110
N -2.845 -0.594 -1.158
C -4.055 -1.043 -0.772
C -3.885 -2.067 0.132
C -2.499 -2.195 0.254
C -1.728 -3.176 1.067
N -1.880 -1.308 -0.515
N -1.489 0.447 -3.154
C -1.549 0.813 -4.450
C -0.322 0.589 -5.034
C 0.467 0.076 -3.999
C 1.888 -0.375 -4.035
N -0.236 0.002 -2.876
N -3.929 0.753 -2.911
C -4.376 -0.204 -3.759
C -5.613 0.170 -4.216
C -5.863 1.402 -3.577
C -7.059 2.285 -3.702
N -4.853 1.739 -2.795
H 0.039 4.624 1.099
H 0.096 2.992 1.775
H 1.013 3.377 0.321
H -2.542 4.887 0.086
H -3.995 3.172 -1.503
H -4.952 -0.601 -1.175
H -4.650 -2.649 0.616
H -2.382 -3.674 1.782
H -1.291 -3.951 0.434
H -0.917 -2.701 1.623
H -2.462 1.205 -4.862
H -0.040 0.764 -6.057
H 2.347 -0.126 -4.990
H 2.497 0.093 -3.257
H 1.967 -1.457 -3.903
H -3.779 -1.079 -3.965
H -6.242 -0.362 -4.908
H -7.824 1.815 -4.317
H -7.493 2.494 -2.724
H -6.796 3.237 -4.164
C 2.612 -4.197 -1.668
P 2.518 -2.642 -0.703
C 2.751 -3.215 1.025
C 1.778 -4.080 1.529
C 1.796 -4.491 2.852
C 2.790 -4.037 3.706
C 3.771 -3.187 3.215
C 3.753 -2.778 1.889
C 4.047 -1.733 -1.144
C 4.718 -2.025 -2.334
C 5.787 -1.255 -2.766
C 6.208 -0.164 -2.023
C 5.526 0.162 -0.859
C 4.451 -0.601 -0.433
H 1.927 -4.159 -2.514
H 2.309 -5.017 -1.018
H 3.619 -4.413 -2.018
H 0.983 -4.438 0.885
H 1.030 -5.166 3.212
H 2.811 -4.360 4.738
H 4.577 -2.859 3.861
H 4.556 -2.153 1.523
H 4.415 -2.856 -2.955
H 6.287 -1.516 -3.690
H 7.047 0.433 -2.354
H 5.824 1.025 -0.277
H 3.907 -0.272 0.441
C -0.792 0.641 4.952
C -0.364 2.040 4.643
C -1.276 3.061 4.738
C -0.924 4.407 4.581
Cl -2.120 5.600 4.690
C 0.415 4.785 4.361
C 1.347 3.807 4.238
C 0.986 2.427 4.304
O 2.002 1.661 4.033
C 1.992 0.253 3.640
C 1.397 0.186 2.220
O 2.099 0.641 1.297
O 0.257 -0.309 2.115
H -1.828 0.653 5.281
H -0.189 0.223 5.761
H -0.710 -0.006 4.080
H -2.310 2.840 4.967
H 0.656 5.835 4.277
H 2.389 4.010 4.030
H 1.450 -0.327 4.374
H 3.049 0.008 3.649